No. 1
ORCA calculation (ωB97M-V with the def2-TZVPD basis set) on C14H34AlBBrCl5FN4O7S as an isolated structure.

Computed properties:
- Molar mass: 716.48 g mol⁻¹
- Kohn-Sham gap: 0.0745 hartree
- E: -188841.2608 eV

Structure (ORCA input):
```
! RIJCOSX wB97M-V def2-TZVPD def2/J DEFGRID3
* xyz -1 1
O 2.42 4.67 0.98
C -7.54 1.02 0.32
H -2.71 -0.76 -6.99
H 1.06 -1.00 1.42
H -7.77 -0.09 2.09
F -8.39 2.71 5.70
H -6.00 1.24 3.32
Cl 9.09 -0.16 5.12
H -5.25 -0.73 1.96
C -1.86 -0.72 -7.69
H -0.88 -2.02 -1.42
H 5.11 2.26 6.09
H -5.81 2.28 1.94
H 2.40 3.89 3.47
C 7.34 -0.35 4.91
C 2.40 -1.30 -1.29
Al -1.61 -1.39 -3.13
C -5.03 0.29 1.66
H 4.34 -1.03 -0.48
H -2.04 -1.31 2.06
H -2.38 -1.35 -1.21
H -4.03 0.54 2.02
H 2.89 -1.97 -2.03
H 4.83 2.42 3.81
N -7.58 1.10 -0.82
H 6.59 3.23 5.89
H -2.73 -2.62 -9.51
H 2.66 -2.34 0.55
H -2.20 -0.25 -8.61
N -0.38 -2.55 0.92
C 1.86 -2.21 -0.18
H -8.24 1.62 2.20
S 2.52 1.77 0.14
Br -8.44 1.43 4.31
H -0.20 -3.43 0.44
H 1.62 -3.21 -0.56
C -1.32 -2.12 -7.94
N -2.40 -1.34 1.11
H 1.95 5.24 1.59
O 3.66 2.62 0.92
H 6.90 0.64 4.80
H -1.09 -0.09 -7.24
H 0.25 -0.83 -0.16
H -1.98 -4.02 -8.73
Cl 7.00 -1.27 3.45
H -5.01 0.34 0.57
O 3.03 0.28 0.45
H 3.79 0.32 -1.51
C -2.38 -3.02 -8.56
H -3.23 -3.13 -7.89
N -1.81 -2.19 -0.99
H -1.61 -2.75 -6.12
C -7.49 0.93 1.78
Cl 4.36 -3.12 -2.86
C 3.50 -0.41 -0.76
H -0.45 -2.06 -8.60
O -0.86 -2.69 -6.71
C -1.58 -2.00 0.44
Cl 3.92 4.30 7.47
B 3.07 3.68 1.66
O 3.23 3.68 3.02
H 5.01 3.94 5.54
O 1.30 1.92 0.91
C 5.59 3.03 5.50
Cl 6.63 -1.13 6.32
H 1.62 -0.70 -1.78
O 5.73 2.58 4.12
C -6.06 1.26 2.24
C 0.68 -1.54 0.55
*
```



No. 2
ORCA calculation (ωB97M-V with the def2-TZVPD basis set) on a 4-piece molecular cluster, C14H34B2N9O7 overall.

Computed properties:
- Molar mass: 462.11 g mol⁻¹
- Kohn-Sham gap: 0.2511 hartree
- E: -44164.5241 eV

Structure (ORCA input):
```
! RIJCOSX wB97M-V def2-TZVPD def2/J DEFGRID3
* xyz 1 1
O 3.75 1.74 4.18
C -2.50 -1.03 1.57
C 5.56 -0.09 0.89
H 4.77 -1.26 4.47
H 2.76 1.87 -1.03
H -5.73 -1.76 -7.02
H -5.08 -0.42 -6.15
H 4.53 -0.28 3.05
H -3.64 0.38 2.74
H -4.60 -2.28 -3.15
O 4.14 -0.20 1.05
H 7.24 -1.40 1.15
H -3.16 -0.83 0.73
H 5.85 -2.11 0.31
H 5.80 0.19 -0.13
H -4.42 -0.71 -3.92
H 1.14 2.86 0.13
H -1.49 -1.10 1.16
H 2.94 0.13 -1.03
C -0.78 2.03 -0.18
H -2.68 -2.08 -2.09
N 4.50 -0.39 4.05
C 3.48 1.05 0.82
C -2.58 0.11 2.61
C 4.09 0.70 4.75
C 0.61 1.94 0.40
B 0.38 2.55 -2.52
H -4.03 2.34 -1.82
H 0.72 4.37 -3.42
C -1.91 1.81 0.60
N 4.06 0.58 6.11
H -4.07 -5.49 -0.46
C 2.61 0.97 -0.43
N -4.70 -1.67 -3.96
O -4.72 -3.41 -1.61
N -5.34 -1.38 -6.18
H 5.78 -1.88 2.06
H -2.37 -5.18 -0.42
H 3.76 1.37 6.64
H 4.24 1.81 0.66
H -4.09 1.79 0.40
H 4.33 -0.26 6.59
C -3.13 1.93 -0.08
H -2.23 -0.21 3.59
O -5.55 -3.40 -5.17
O -1.37 2.34 3.02
N 0.97 3.87 -2.57
H 2.90 1.31 1.70
H -0.91 1.93 3.76
H 0.36 0.70 -3.13
B -1.90 1.44 2.15
H 1.98 3.82 -2.51
C -5.22 -2.23 -5.11
H 0.57 1.91 1.48
C 6.16 -1.47 1.13
H 5.95 0.65 1.59
O 0.88 1.51 -3.22
C -0.90 2.31 -1.57
N -3.14 2.23 -1.36
N -2.50 -2.94 -1.61
N -2.08 2.41 -2.14
N -3.30 -4.89 -0.67
H -2.71 -2.00 2.00
O 1.23 0.79 -0.13
H -1.55 -3.17 -1.38
C -3.58 -3.73 -1.32
*
```



No. 3
ORCA calculation (ωB97M-V with the def2-TZVPD basis set) on a 5-piece molecular cluster, C14H34BF4N10O6P2S overall.

Computed properties:
- Molar mass: 619.31 g mol⁻¹
- Kohn-Sham gap: 0.2638 hartree
- E: -83213.4516 eV

Structure (ORCA input):
```
! RIJCOSX wB97M-V def2-TZVPD def2/J DEFGRID3
* xyz 1 1
H -1.65 3.52 0.33
H 3.30 7.74 0.03
B 2.21 0.59 -0.18
C -0.45 0.68 -0.77
N -1.55 1.56 -0.63
N 5.56 2.99 -3.45
N -5.95 -5.34 0.60
H 0.71 -4.14 -0.37
C -2.89 1.31 -1.11
O 2.79 0.30 -1.41
N -6.61 -5.24 5.53
N -5.31 -4.52 3.78
H -6.40 -3.30 -0.82
H 3.46 -1.60 0.24
C -0.31 -3.72 -0.48
H -1.64 -0.79 -3.50
F -4.47 -0.58 -1.19
O 2.92 0.36 0.97
H -1.28 -1.97 0.59
C -1.61 -1.52 -2.65
H -1.29 -2.50 -3.11
H -4.75 -3.96 4.39
H 3.99 -1.14 1.90
H 5.49 3.98 -3.55
C 0.73 1.25 -0.20
H 3.69 4.50 -1.30
C 6.33 2.38 -2.50
O 5.64 6.01 -1.23
C -6.36 -5.29 4.19
H 5.30 0.79 0.15
H -0.73 -3.87 -1.51
N 0.25 2.49 0.31
F -3.61 2.46 -0.83
H -5.09 -4.53 2.79
H 6.09 -0.61 1.04
C -0.37 -2.21 -0.01
H -2.60 -1.71 -2.18
C -3.64 0.13 -0.36
S 1.16 3.19 3.09
O 6.41 1.16 -2.40
H 4.96 8.17 -0.23
H -6.08 -4.70 6.18
O -4.13 -4.15 1.25
H -6.79 -5.43 0.06
C 3.84 -0.76 0.86
N 3.49 5.40 -0.91
N 4.22 7.50 -0.30
H -2.94 -0.52 0.23
P -0.23 -1.03 -1.50
C 5.28 -0.31 0.34
H -5.00 -2.43 -0.30
P 1.21 3.69 1.21
H 5.41 -0.81 -0.65
H -7.38 -5.79 5.87
H 6.96 4.23 -1.77
N 7.01 3.23 -1.70
H 0.57 -2.02 0.58
C -5.16 -4.25 0.57
H 2.15 0.47 -2.13
C -1.05 2.64 0.04
H 2.57 3.67 0.80
H 7.60 2.82 -0.99
F -4.47 0.71 0.58
N -5.57 -3.25 -0.26
C 4.53 6.29 -0.84
H -5.68 -6.09 1.21
H 2.56 5.60 -0.59
H 5.04 2.39 -4.07
H -0.97 -4.32 0.21
F -2.96 1.20 -2.47
H 0.59 4.97 1.12
O -7.02 -5.96 3.42
*
```



No. 4
ORCA calculation (ωB97M-V with the def2-TZVPD basis set) on C14H34CuN6O2STe as an isolated structure.

Computed properties:
- Molar mass: 541.68 g mol⁻¹
- Kohn-Sham gap (spin up / spin down): 0.2680 / 0.1463 hartree
- Energy relative to the best compared isomer or geometry (same formula, charge and spin): 99.1 kJ/mol
- E: -90861.1366 eV

Structure (ORCA input):
```
! RIJCOSX wB97M-V def2-TZVPD def2/J DEFGRID3
* xyz 2 2
C 3.09 -2.71 -2.07
H -0.60 5.15 1.41
N -2.84 2.96 4.76
H 0.33 3.83 -0.21
H -3.64 0.56 4.67
N -2.58 2.62 2.47
H -0.33 -0.98 -6.21
H -0.31 -3.87 1.01
H -1.64 -2.26 -4.18
H -3.23 2.65 5.64
H -3.49 0.38 2.96
H 1.65 -3.27 2.37
H 3.96 -2.51 1.64
C -2.13 -1.39 -3.76
H -2.42 -1.55 -2.73
C -0.48 3.31 0.30
C -0.07 -3.04 0.32
H 4.88 -2.10 -1.06
N 0.65 -1.97 1.01
H -2.99 -1.12 -4.37
O -0.61 0.10 -1.11
S 1.28 -2.43 -2.11
C 3.09 -2.47 0.98
H 3.66 -0.57 0.46
C 1.81 -2.33 1.82
H -0.09 3.79 2.39
H 1.96 -1.53 2.55
C -2.22 3.98 2.09
C -1.06 0.85 -0.19
H 1.48 -4.27 -0.58
N 1.30 1.54 -0.08
H -0.01 -1.46 1.58
N -3.29 0.91 3.79
H 3.07 -3.40 0.43
H 1.37 1.95 -1.01
H 3.24 -3.73 -1.73
C 3.88 -1.70 -1.23
C -0.55 0.06 -5.95
H 0.25 0.71 -6.29
H -2.50 3.90 4.71
C -0.78 4.09 1.60
C -0.04 1.82 0.47
H -2.39 4.66 2.92
Cu 1.27 -0.55 -0.53
H -0.05 -4.28 -1.43
H -1.48 0.36 -6.44
H -1.02 -2.61 -0.01
C 0.65 -3.64 -0.88
H -0.01 1.57 1.53
Te -0.75 0.22 -3.83
O -2.24 0.85 0.22
H 3.42 -2.65 -3.10
H -2.89 4.29 1.28
H -2.50 1.90 1.72
H 2.02 1.96 0.49
H -1.35 3.36 -0.35
H 3.99 -0.77 -1.80
C -2.91 2.19 3.67
N 3.19 -1.36 0.02
*
```



No. 5
ORCA calculation (ωB97M-V with the def2-TZVPD basis set) on a 2-piece molecular cluster, C14H34NO2Si overall.

Computed properties:
- Molar mass: 276.52 g mol⁻¹
- Kohn-Sham gap: 0.3383 hartree
- Energy relative to the best compared isomer or geometry (same formula, charge and spin): 88.3 kJ/mol
- E: -28520.9972 eV

Structure (ORCA input):
```
! RIJCOSX wB97M-V def2-TZVPD def2/J DEFGRID3
* xyz 1 1
H 3.11 -3.05 2.06
C 2.58 -2.71 1.06
C 0.94 1.42 -0.38
H 0.65 2.55 -0.20
H -5.15 -1.51 2.56
H 5.98 3.04 -3.05
H -1.01 2.11 1.13
H -4.61 -1.05 -1.60
H 1.12 0.54 1.71
C 0.50 -1.12 0.25
H 2.12 1.39 -0.47
H 3.82 3.53 -4.39
H -0.87 1.38 3.33
H -3.23 -3.33 1.80
H 3.26 -1.89 0.57
H 0.40 -3.07 1.62
H 2.53 -3.65 0.37
H 3.71 2.76 -2.00
C -5.13 -0.91 1.54
H 0.48 1.12 -1.42
Si -3.41 -1.06 0.69
C 5.57 2.05 -2.83
H -2.79 -1.80 -1.77
H 1.19 -1.57 2.48
C -2.46 0.59 0.45
H 2.38 2.53 -4.09
C 0.37 0.41 0.80
H -5.96 -1.41 0.84
C 1.06 -2.12 1.46
H -2.01 -2.17 2.65
C 4.05 2.08 -2.79
H -5.50 0.18 1.74
C -2.92 1.43 2.62
H 1.38 -1.12 -0.56
H 5.93 1.35 -3.58
H 3.86 0.17 -3.17
H -1.64 -2.93 0.87
H -4.26 -2.81 -0.99
H -2.36 0.73 -0.72
C -3.76 -1.75 -1.11
O -3.35 1.54 1.18
H -2.67 2.57 2.86
H 5.97 1.72 -1.86
H -1.44 -0.14 3.20
N -1.52 0.79 2.75
C 3.48 2.53 -4.13
C -2.44 -2.45 1.60
O 3.56 0.78 -2.47
C -1.09 0.93 1.28
H -0.44 -1.55 -0.31
H 3.76 1.83 -4.93
H -3.76 1.08 3.36
*
```



No. 6
ORCA calculation (ωB97M-V with the def2-TZVPD basis set) on C14H35N3S2Ti as an isolated structure.

Computed properties:
- Molar mass: 357.46 g mol⁻¹
- Kohn-Sham gap (spin up / spin down): 0.2758 / 0.2945 hartree
- E: -64310.6794 eV

Structure (ORCA input):
```
! RIJCOSX wB97M-V def2-TZVPD def2/J DEFGRID3
* xyz 3 2
H 0.52 1.81 2.67
C 2.28 1.05 1.34
C 2.06 0.42 -2.42
Ti 0.44 0.10 -0.09
H -2.92 -1.27 -0.49
H -2.99 2.61 0.64
H -0.45 1.03 -3.79
H 2.41 -2.38 1.49
H 0.58 2.63 -2.29
C -2.45 -2.26 -0.31
S -0.60 -2.21 0.05
H -0.60 -3.46 -1.90
H -2.98 1.21 -0.49
H 3.67 -1.22 0.95
H -0.02 -1.49 -3.56
H 2.25 -0.29 -3.26
H -3.05 2.87 -1.11
H 3.36 1.09 1.06
C -0.60 -1.42 -2.62
H 2.26 -1.69 -0.11
C -2.64 2.23 -0.32
H -1.10 3.21 -2.52
H -2.70 0.63 1.30
C 1.33 -0.68 2.87
H 1.66 1.68 0.58
S -0.77 2.33 -0.31
H 3.46 1.18 -1.00
H -1.67 -1.47 -2.85
H 0.97 -2.65 -1.69
H -2.60 0.05 2.98
H 2.02 1.46 -2.82
C 2.61 -1.46 0.92
C -0.89 1.02 -2.78
H -2.91 -2.73 0.58
H 1.69 0.10 3.54
C 2.84 0.28 -1.23
C -0.11 -2.51 -1.68
H 1.87 -1.59 3.16
N -0.75 0.18 1.99
H -2.42 -1.07 1.63
H -0.44 -1.88 2.51
H -0.88 1.47 3.64
N -0.35 -0.11 -2.00
H -1.99 0.93 -2.85
H 2.11 1.52 2.34
H -0.57 -0.68 3.92
H -2.62 -2.91 -1.18
C -2.19 -0.04 1.96
H 3.48 -0.65 -1.22
H -1.04 2.30 2.06
C -0.52 1.50 2.60
C -0.50 2.37 -2.15
N 1.81 -0.34 1.46
C -0.17 -0.86 2.90
H 0.80 0.05 -2.13
*
```



No. 7
ORCA calculation (ωB97M-V with the def2-TZVPD basis set) on C14H36B2BrI3N7O10P2 as an isolated structure.

Computed properties:
- Molar mass: 1006.67 g mol⁻¹
- Kohn-Sham gap: 0.2206 hartree
- E: -160290.4719 eV

Structure (ORCA input):
```
! RIJCOSX wB97M-V def2-TZVPD def2/J DEFGRID3
* xyz -1 1
H 3.99 -2.73 3.89
H -5.42 1.09 -0.02
O -0.15 -2.69 0.70
H 7.80 0.20 1.08
N 2.50 0.13 3.70
N 3.83 -1.74 3.92
H -4.54 1.09 2.42
H -1.70 2.82 0.52
N 6.48 -1.62 2.24
H 4.62 -1.15 4.10
H 3.29 0.71 3.94
H -5.66 2.48 -4.79
C -5.37 3.33 -5.41
P 0.04 -1.05 0.68
H 1.63 0.58 3.47
H -3.57 2.61 -2.31
H -5.89 4.21 -5.02
Br 2.16 -0.78 -0.17
O -0.36 -0.67 -3.64
C -0.36 -1.46 -4.80
N -4.87 -1.15 1.01
O 0.31 -2.50 -2.34
C 2.59 -1.23 3.67
H 0.48 -3.02 1.35
B -1.01 -0.53 -0.97
O -1.93 3.68 -1.68
C -3.25 0.09 -1.08
H -1.03 -2.32 -4.70
H -3.35 0.54 3.60
H 0.64 -1.84 -5.05
H -5.66 -0.71 -1.29
O -1.09 0.95 -0.93
H -2.06 5.67 -1.96
H 5.06 -7.43 4.54
C -2.33 4.68 -3.88
H -3.36 2.68 -4.96
C 7.74 -1.24 2.59
O -3.59 4.69 -4.54
H -5.72 3.16 -6.43
H -5.19 -0.71 1.86
N 4.71 -6.49 4.47
H -0.71 -0.84 -5.62
O 1.63 -1.96 3.43
H 6.05 -2.36 2.77
I -0.66 1.75 2.87
O 5.02 -4.25 4.51
C -3.86 3.57 -5.36
H -0.16 -3.12 -1.78
C -2.53 2.44 -2.01
C -2.42 1.43 -0.85
H -3.48 3.74 -6.37
N 8.29 -0.24 1.84
C -2.54 2.13 0.53
I -3.83 -0.10 -3.31
I -4.21 3.52 0.59
H 7.39 -4.77 4.93
O -2.46 -0.92 -0.77
C -2.46 1.23 1.78
H 3.73 -6.35 4.29
H -2.32 0.19 1.50
H 9.21 0.07 2.08
H -1.75 5.53 -4.24
H 5.96 -1.21 1.48
C -2.51 4.76 -2.36
P -4.90 -0.20 -0.24
H -3.59 4.81 -2.17
H -1.96 1.98 -2.82
B -0.31 -1.26 -2.39
C 5.48 -5.38 4.60
H 7.22 -6.50 4.92
C -3.56 1.30 2.84
H -1.78 3.77 -4.14
H -3.56 2.27 3.35
N 6.81 -5.59 4.84
O 8.35 -1.76 3.52
*
```